Density functional theory data (the ωB97M-V functional and the def2-TZVPD basis) for one molecule with the formula C2H3N3O in a non-equilibrium geometry.

Last column: Mulliken charge in e.
CARTESIAN COORDINATES (ANGSTROEM)
O: -1.811 0.007 -0.066  -0.4790
C: -0.631 0.526 -0.784  0.5496
N: -0.120 1.018 0.412  -0.4497
C: 0.795 0.164 0.707  -0.1734
N: 0.999 -0.676 -0.351  0.1902
N: 0.128 -0.456 -1.336  -0.5595
H: -2.332 0.777 0.173  0.3448
H: 1.280 0.040 1.662  0.3743
H: 1.693 -1.400 -0.417  0.2028

Its SMILES is Oc1nc[nH]n1. The net charge is 0. For the LUMO energy (spin up / spin down), the calculation gives -0.43 / -0.42 eV. The HOMO-LUMO gap (spin up / spin down) is 8.3824 / 8.3809 eV. The energy is -317.3740 a.u.